{
  "formula": "C36H84N12O12",
  "method": "the ωB97M-V functional and the def2-TZVPD basis",
  "species": ["C", "C", "O", "N", "C", "H", "H", "H", "H", "H", "H", "H", "C", "C", "O", "N", "C", "H", "H", "H", "H", "H", "H", "H", "C", "C", "O", "N", "C", "H", "H", "H", "H", "H", "H", "H", "C", "C", "O", "N", "C", "H", "H", "H", "H", "H", "H", "H", "C", "C", "O", "N", "C", "H", "H", "H", "H", "H", "H", "H", "C", "C", "O", "N", "C", "H", "H", "H", "H", "H", "H", "H", "C", "C", "O", "N", "C", "H", "H", "H", "H", "H", "H", "H", "C", "C", "O", "N", "C", "H", "H", "H", "H", "H", "H", "H", "C", "C", "O", "N", "C", "H", "H", "H", "H", "H", "H", "H", "C", "C", "O", "N", "C", "H", "H", "H", "H", "H", "H", "H", "C", "C", "O", "N", "C", "H", "H", "H", "H", "H", "H", "H", "C", "C", "O", "N", "C", "H", "H", "H", "H", "H", "H", "H"],
  "coordinates": [[-3.89812, 6.33606, 1.82135], [-3.34580, 5.64140, 0.61511], [-2.17080, 5.23596, 0.58277], [-4.06883, 5.42053, -0.46293], [-5.41097, 5.97353, -0.71580], [-4.33913, 7.26489, 1.45956], [-3.02345, 6.52843, 2.44267], [-4.59262, 5.80300, 2.47067], [-3.54977, 4.97081, -1.20349], [-5.31138, 7.04562, -0.88560], [-6.06960, 5.78413, 0.13181], [-5.75670, 5.46000, -1.61294], [2.61479, 6.99224, -11.09460], [2.06604, 5.77372, -10.44448], [1.68230, 4.89061, -11.21836], [2.04092, 5.73715, -9.12195], [1.62345, 4.53926, -8.40924], [3.36564, 6.80623, -11.86256], [3.05268, 7.61735, -10.31642], [1.83432, 7.62786, -11.51287], [2.47581, 6.44339, -8.54557], [2.37050, 4.23806, -7.67486], [1.41260, 3.74973, -9.13053], [0.72907, 4.73006, -7.81612], [-1.92135, -6.55647, 4.72253], [-2.89477, -7.72394, 4.77833], [-2.85994, -8.50256, 5.69746], [-3.74667, -7.86706, 3.79770], [-3.90779, -6.97205, 2.66932], [-1.29285, -6.58830, 3.83255], [-1.38998, -6.73138, 5.65802], [-2.35703, -5.56042, 4.80109], [-4.37606, -8.65613, 3.76139], [-4.30675, -5.99022, 2.92419], [-4.63783, -7.57357, 2.12775], [-2.97227, -6.77897, 2.14432], [-5.58173, -0.09028, -4.82611], [-5.53509, -1.41843, -4.01042], [-6.47806, -1.62452, -3.25564], [-4.56706, -2.25414, -4.30856], [-4.53566, -3.57608, -3.71220], [-5.69921, -0.36453, -5.87447], [-4.65877, 0.48592, -4.76112], [-6.44680, 0.43732, -4.42437], [-3.88563, -2.00754, -5.01207], [-3.56295, -4.02318, -3.91718], [-5.26973, -4.18479, -4.24014], [-4.82663, -3.61214, -2.66237], [1.96868, -2.82642, 8.13389], [2.58993, -3.51659, 9.31578], [2.53726, -2.97844, 10.42017], [3.21908, -4.61091, 9.11327], [3.97439, -5.38021, 10.05603], [2.24532, -3.31390, 7.19903], [2.24942, -1.77779, 8.23225], [0.89289, -2.97027, 8.23429], [3.34886, -4.89242, 8.15201], [3.46814, -5.66877, 10.97719], [4.83458, -4.79702, 10.38477], [4.39813, -6.28722, 9.62492], [-1.54369, 7.69599, 9.91174], [-1.41609, 6.73456, 8.77774], [-2.35003, 6.68416, 8.00346], [-0.35228, 5.92710, 8.65977], [-0.30642, 4.96151, 7.49068], [-0.78849, 7.49405, 10.67135], [-2.52357, 7.63742, 10.38556], [-1.37533, 8.75323, 9.70684], [0.39331, 5.94395, 9.34087], [0.53182, 5.08945, 6.80580], [-1.17086, 4.95092, 6.82681], [-0.19012, 3.98603, 7.96292], [2.02143, 7.76074, -3.13746], [2.85969, 8.89611, -3.67343], [2.88299, 9.08875, -4.90545], [3.58139, 9.55438, -2.76154], [4.48689, 10.68803, -3.10020], [1.51446, 8.07400, -2.22481], [2.64259, 6.90815, -2.86294], [1.27242, 7.44043, -3.86167], [3.40944, 9.39846, -1.77858], [4.42662, 10.87996, -4.17148], [5.50334, 10.57217, -2.72402], [4.15249, 11.61309, -2.63058], [6.14052, -7.01835, -4.28200], [4.90000, -6.76401, -3.44084], [4.86103, -7.20482, -2.33413], [3.83366, -6.16340, -3.98008], [2.57712, -5.93461, -3.33174], [6.84636, -7.76066, -3.90935], [6.75142, -6.12208, -4.38966], [5.85521, -7.36106, -5.27661], [3.95744, -5.95977, -4.96157], [2.21013, -4.93330, -3.55719], [2.63995, -6.00549, -2.24586], [1.83695, -6.65973, -3.67002], [0.80928, -2.02043, -9.59679], [0.89143, -2.11697, -8.06867], [-0.11182, -2.06471, -7.41856], [2.07194, -2.24198, -7.41958], [3.40026, -2.12197, -7.99279], [-0.20951, -2.23578, -9.91898], [1.49539, -2.63795, -10.17645], [1.02650, -0.97178, -9.79989], [2.00967, -2.32297, -6.41476], [3.75946, -1.10497, -7.83531], [3.42700, -2.37306, -9.05313], [4.07440, -2.77881, -7.44307], [-0.07661, 1.19092, -1.87622], [0.18884, 0.33500, -0.64063], [0.63608, -0.82423, -0.68890], [-0.23501, 0.81788, 0.54147], [-0.17982, 0.09836, 1.75168], [0.76091, 1.80129, -2.21402], [-0.82744, 1.93064, -1.59841], [-0.31655, 0.51231, -2.69477], [-0.55019, 1.77705, 0.56905], [-0.75259, 0.50417, 2.58556], [0.87683, 0.08072, 2.01866], [-0.48794, -0.94141, 1.64187], [-4.98489, 1.22972, 6.18916], [-5.01760, 0.30397, 4.95521], [-4.53400, -0.84124, 5.05604], [-5.37718, 0.74968, 3.72654], [-5.27102, 0.04800, 2.46186], [-4.84038, 2.26010, 5.86431], [-4.17480, 0.93516, 6.85631], [-6.00854, 1.19625, 6.56213], [-5.77110, 1.67935, 3.70102], [-4.61521, -0.81792, 2.55254], [-4.84507, 0.67297, 1.67693], [-6.26077, -0.27550, 2.13963], [4.54635, -8.61964, 3.36681], [3.99312, -7.25554, 3.57528], [3.54461, -6.93133, 4.68077], [4.02638, -6.45476, 2.44578], [3.46733, -5.14255, 2.44839], [4.56966, -8.96210, 2.33227], [3.98494, -9.33453, 3.96836], [5.59075, -8.53478, 3.66702], [4.40209, -6.75239, 1.55677], [2.39745, -4.99052, 2.59098], [3.83068, -4.65484, 1.54383], [3.84787, -4.50087, 3.24309]],
  "atomic_forces_ev_per_a": [[0.5, 0.5, 0.0], [2.5, -1.4, 0.7], [-0.5, 0.4, 0.6], [-2.0, 0.2, -0.9], [1.1, -0.5, -0.1], [-0.2, 0.2, 0.4], [-0.1, 0.3, -0.1], [-0.2, -0.2, -0.5], [-0.2, 0.1, 0.0], [-0.4, 0.0, -0.1], [0.0, 0.0, -0.2], [-0.4, 0.3, 0.2], [0.5, 1.7, 0.9], [0.0, -0.5, -3.3], [-0.2, -0.2, 1.3], [-0.1, -0.8, 1.8], [-0.3, 0.1, 0.3], [-0.2, -0.3, 0.1], [0.4, 0.3, -0.1], [-0.2, -0.4, -0.2], [-0.1, 0.1, -0.5], [0.3, -0.1, -0.3], [0.2, 0.1, 0.1], [-0.2, 0.1, -0.2], [-0.1, -0.2, 0.7], [1.1, 0.8, 0.9], [0.2, -1.0, 1.2], [-1.4, 0.3, -2.1], [-0.3, -0.5, 0.3], [0.2, -0.1, 0.2], [0.6, 0.3, -0.4], [-0.4, -0.1, -0.2], [0.4, 0.0, 0.7], [-0.3, -0.1, 0.2], [0.2, 0.9, -1.0], [-0.1, -0.4, -0.3], [0.4, -1.0, 0.5], [-2.2, 2.7, -0.7], [0.7, -0.7, 0.3], [1.3, -1.0, 0.4], [-0.2, -0.6, -0.9], [-0.3, 0.2, -0.1], [0.0, 0.1, 0.2], [0.2, 0.2, -0.3], [-0.1, 0.0, 0.2], [0.0, 0.1, 0.4], [-0.1, -0.3, 0.1], [0.4, 0.4, -0.1], [-0.2, -0.7, 0.1], [-1.2, 3.7, 1.6], [-0.2, -0.2, 0.2], [1.6, -4.0, -2.1], [1.1, 0.1, 1.1], [0.2, 0.4, -0.2], [-0.2, -0.1, -0.4], [-0.1, 0.4, 0.0], [-0.2, -0.1, 0.1], [-0.5, 0.2, -0.3], [0.1, 0.1, 0.1], [-0.4, 0.1, -0.4], [1.1, 0.3, 1.6], [-1.3, 0.7, -0.1], [-0.5, -0.2, -0.9], [0.4, -0.7, -1.7], [0.6, -0.2, 1.2], [0.0, -0.2, 0.3], [0.0, -0.3, -0.3], [-0.1, -0.1, -0.8], [-0.1, -0.1, -0.3], [0.3, 0.5, 0.4], [-0.3, 0.5, 0.8], [-0.1, -0.2, -0.3], [-0.3, 0.1, 0.6], [-0.6, -1.0, -2.5], [0.4, 0.3, 1.9], [1.3, 1.6, 0.3], [-0.9, 0.0, 0.2], [-0.1, -0.1, 0.1], [0.1, 0.0, -0.1], [0.2, 0.2, 0.0], [0.0, -0.2, -0.3], [0.3, -0.4, 0.1], [0.0, -0.6, -0.4], [-0.4, 0.0, 0.1], [0.2, 0.5, -1.0], [0.8, -1.1, -0.4], [0.0, -0.7, 2.8], [0.8, 0.7, -1.7], [-0.7, 0.1, 0.2], [-0.6, -0.1, 0.6], [-0.2, 0.3, -0.1], [0.0, 0.2, -0.2], [-0.5, 0.2, 0.1], [0.0, 0.0, -0.1], [0.4, -0.1, -0.2], [-0.1, 0.0, 0.0], [0.4, 0.3, 0.4], [0.5, -0.4, -0.9], [-2.0, 0.1, 1.0], [0.9, -0.4, -0.7], [0.0, 0.2, 0.5], [0.1, 0.1, 0.3], [0.1, 0.0, 0.2], [0.0, 0.1, -0.4], [-0.2, 0.2, -0.2], [0.2, 0.1, -0.3], [-0.1, 0.0, 0.2], [0.1, -0.1, -0.2], [0.4, 0.2, 0.6], [0.4, -2.1, -0.1], [-0.2, 1.4, -0.4], [-1.2, 2.0, -1.0], [1.1, -1.1, 1.1], [0.4, -0.3, 0.3], [-0.4, -0.2, -0.5], [-0.4, 0.2, 0.1], [0.0, -0.2, 0.0], [-0.1, 0.5, -0.4], [0.0, -0.3, 0.6], [0.0, 0.1, -0.3], [-0.9, 0.2, -1.9], [2.6, -2.5, 0.1], [-0.9, 1.3, 0.1], [-0.5, 1.5, 0.5], [-0.1, -0.4, 0.1], [0.2, 0.1, 0.0], [-0.5, -0.2, 0.0], [0.2, -0.1, 0.8], [0.1, -0.1, -0.1], [-0.2, 0.0, 0.3], [0.0, 0.3, 0.2], [0.1, -0.2, -0.1], [0.5, -0.4, -0.2], [-0.8, 0.3, -0.1], [0.5, 0.4, -1.7], [-0.6, -0.3, 1.3], [0.5, 1.8, 0.1], [-0.2, 0.2, -0.1], [0.3, 0.1, 0.1], [0.1, -0.5, 0.3], [-0.1, -0.5, 0.5], [-0.3, -0.8, -0.5], [-0.5, 0.1, -0.1], [0.5, -0.3, 0.3]],
  "spin_multiplicity": 1,
  "homo_ev": -9.0,
  "e_above_lowest_kcal_mol": 128.2,
  "e_lumo_ha": -0.0011,
  "homo_lumo_gap_ev": 8.99,
  "energy_ev": -81147.4122,
  "smiles": "CNC(C)=O.CNC(C)=O.CNC(C)=O.CNC(C)=O.CNC(C)=O.CNC(C)=O.CNC(C)=O.CNC(C)=O.CNC(C)=O.CNC(C)=O.CNC(C)=O.CNC(C)=O"
}